1.
136
Properties=species:S:1:pos:R:3:forces:R:3:lowdin_spin:R:1 method="wB97M-V/def2-TZVPD" largest_force_ha_per_bohr=0.00880 total_charge=+3 e_tot_ha=-4219.86554 multiplicity=2 gap_ev="5.61 / 5.72"
Ir -0.4648 -0.2372 0.7842 0.0 0.1 0.0 0.0000
C 0.2986 2.3504 2.4546 0.0 0.0 0.0 0.0000
N -0.6854 1.5716 1.6724 0.1 -0.1 0.0 -0.0001
C -1.8548 2.1306 1.4575 -0.1 0.0 0.0 0.0000
C -2.8351 1.3997 0.7833 0.0 0.0 0.0 0.0000
C -4.1946 1.5721 0.4814 0.0 0.0 0.0 0.0001
C -4.6059 0.3951 -0.1348 0.0 0.0 0.0 0.0000
C -3.4900 -0.4555 -0.1793 0.0 0.0 -0.1 0.0002
N -2.4279 0.1528 0.3588 0.0 -0.1 0.1 0.0001
C 0.8642 3.5523 1.7350 0.0 0.0 0.0 0.0000
C 1.6627 3.4224 0.6042 0.0 0.0 0.0 0.0000
C 2.1794 4.5448 -0.0222 0.0 0.0 0.0 0.0000
C 1.9018 5.8135 0.4712 0.0 0.0 0.0 0.0000
C 1.1008 5.9533 1.5945 0.0 0.0 0.0 0.0000
C 0.5877 4.8255 2.2225 0.0 0.0 0.0 0.0000
H 1.0793 1.6576 2.7648 0.0 0.0 0.0 0.0000
H -0.1778 2.6928 3.3756 0.0 0.0 0.0 0.0000
H -2.0414 3.1324 1.8348 0.0 0.0 0.0 0.0000
H -4.7980 2.4367 0.7091 0.0 0.0 0.0 0.0000
H -5.5965 0.1548 -0.4835 0.0 0.0 0.0 0.0000
H -3.4300 -1.4615 -0.5690 0.0 0.0 0.0 0.0000
H 1.8503 2.4466 0.1762 0.0 0.0 0.0 0.0000
H 2.8143 4.4335 -0.8944 0.0 0.0 0.0 0.0000
H 2.3183 6.6886 -0.0102 0.0 0.0 0.0 0.0000
H 0.8868 6.9361 1.9923 0.0 0.0 0.0 0.0000
H -0.0199 4.9408 3.1130 0.0 0.0 0.0 0.0000
O 2.5672 0.2370 -2.0023 0.0 0.0 0.0 0.0039
P 2.4417 0.3983 -3.4849 0.0 0.0 0.1 0.0313
C 1.6071 2.0345 -3.9121 0.0 0.0 -0.1 -0.0004
P 0.1758 2.7697 -3.0402 0.2 0.1 0.1 0.0000
O 0.0987 2.5147 -1.5978 0.0 0.0 0.0 0.0000
C -1.5190 1.5176 -3.8322 -0.4 -0.3 -0.1 0.0008
C -2.4704 1.9659 -2.8717 0.2 0.0 0.0 0.0007
C -3.3361 2.9912 -3.1753 0.0 0.0 0.0 -0.0001
C -3.3245 3.5554 -4.4510 0.0 0.0 0.0 0.0008
C -2.4627 3.0868 -5.4411 0.0 0.0 0.0 0.0000
C -1.5857 2.0721 -5.1417 0.1 0.0 0.0 0.0013
C -0.0727 4.4329 -3.5561 0.0 0.0 0.0 0.0000
C 0.2173 4.8792 -4.8500 0.0 0.0 0.0 0.0000
C 0.0694 6.2181 -5.1541 0.0 0.0 0.0 0.0000
C -0.3784 7.1061 -4.1781 0.0 0.0 0.0 0.0000
C -0.6696 6.6639 -2.8956 0.0 0.0 0.0 0.0000
C -0.5167 5.3239 -2.5751 0.0 0.0 0.0 0.0000
C 1.6818 -1.0546 -4.2926 0.0 0.0 0.0 0.2321
C 0.5565 -1.1280 -5.3120 0.0 0.0 0.0 0.0599
C 0.5839 -2.3859 -6.1186 0.0 0.0 0.0 0.2108
C 1.2852 -3.4772 -5.7406 0.0 0.0 0.0 0.0090
C 2.1329 -3.4277 -4.6070 0.0 0.0 0.0 0.3013
C 2.3504 -2.2054 -3.9548 0.0 0.0 0.0 0.0144
C 4.0131 0.6585 -4.3000 0.0 0.0 0.0 0.0094
C 4.9800 1.4119 -3.6293 0.0 0.0 0.0 0.0019
C 6.1826 1.7006 -4.2528 0.0 0.0 0.0 0.0005
C 6.4203 1.2443 -5.5444 0.0 0.0 0.0 -0.0003
C 5.4625 0.4948 -6.2130 0.0 0.0 0.0 0.0001
C 4.2579 0.1984 -5.5924 0.0 0.0 0.0 0.0034
H 1.4612 2.0941 -4.9960 0.0 0.0 0.0 0.0003
H 2.3937 2.7687 -3.6849 0.0 0.0 0.0 -0.0001
H -2.4643 1.5187 -1.8828 0.0 0.0 0.0 0.0001
H -4.0377 3.3448 -2.4319 0.0 0.0 0.0 0.0000
H -4.0091 4.3620 -4.6821 0.0 0.0 0.0 0.0000
H -2.4900 3.5178 -6.4324 0.0 0.0 0.0 0.0000
H -0.9190 1.6896 -5.9089 0.0 0.0 0.0 0.0008
H 0.5654 4.1963 -5.6159 0.0 0.0 0.0 0.0000
H 0.3031 6.5762 -6.1473 0.0 0.0 0.0 0.0000
H -0.4940 8.1536 -4.4234 0.0 0.0 0.0 0.0000
H -1.0059 7.3633 -2.1427 0.0 0.0 0.0 0.0000
H -0.7083 4.9670 -1.5707 0.0 0.0 0.0 0.0000
H 0.6433 -0.2692 -5.9950 0.0 0.0 0.0 0.0207
H -0.0514 -2.4195 -6.9960 0.0 0.0 0.0 0.0094
H 1.2238 -4.3887 -6.3201 0.0 0.0 0.0 -0.0049
H 2.6882 -4.3051 -4.3069 0.0 0.0 0.0 0.0165
H 3.1375 -2.1589 -3.2075 0.0 0.0 0.0 -0.0039
H 4.7916 1.7598 -2.6196 0.0 0.0 0.0 0.0002
H 6.9369 2.2776 -3.7353 0.0 0.0 0.0 0.0001
H 7.3605 1.4699 -6.0294 0.0 0.0 0.0 0.0000
H 5.6576 0.1329 -7.2133 0.0 0.0 0.0 0.0000
H 3.5240 -0.4105 -6.1084 0.0 0.0 0.0 0.0018
C -1.2766 -2.9309 4.7536 0.0 0.0 0.1 0.0000
Si -1.8228 -1.5645 3.5851 0.0 0.0 0.0 0.0000
C -1.2752 -0.0059 4.4490 0.0 -0.1 0.0 0.0000
C -3.6581 -1.5821 3.3024 0.0 0.0 -0.1 0.0000
N -0.9913 -1.7666 2.0042 0.0 0.1 0.0 0.0001
C -1.0550 -2.9807 1.3300 0.0 -0.1 0.1 0.0000
C -1.4156 -4.2029 1.9308 -0.1 -0.1 0.1 0.0001
C -1.2682 -5.4065 1.2667 0.0 0.0 -0.1 0.0000
C -0.7506 -5.4677 -0.0253 0.0 0.1 0.1 0.0001
C -0.4479 -4.2806 -0.6689 0.0 -0.1 0.0 0.0002
C -0.6764 -3.0887 -0.0033 0.1 -0.1 -0.1 0.0000
O -0.3695 -1.8429 -0.6076 -0.1 0.0 0.1 0.0002
C -0.7940 -1.5006 -1.9041 0.1 -0.1 0.0 0.0025
C -1.4463 -2.4604 -2.7865 -0.1 0.0 -0.1 0.0035
C -1.4961 -2.1784 -4.0876 0.0 0.0 0.0 0.0039
C -0.8978 -0.9321 -4.6799 0.0 0.0 0.0 0.0498
C -0.7287 0.2170 -3.6661 0.1 0.0 0.0 0.0072
C -0.5278 -0.2609 -2.2676 0.0 0.1 -0.1 0.0064
H -1.2077 -2.4968 5.7534 0.0 0.0 0.0 0.0000
H -0.2941 -3.3423 4.5106 0.0 0.0 0.0 0.0000
H -1.9764 -3.7651 4.8234 0.0 0.0 0.0 0.0000
H -1.9815 0.1472 5.2709 0.0 0.0 0.0 0.0000
H -1.2753 0.8991 3.8611 -0.1 0.1 -0.1 0.0000
H -0.2919 -0.1361 4.9087 0.0 0.0 0.0 0.0000
H -4.1967 -1.6360 4.2508 0.0 0.0 0.0 0.0000
H -3.9628 -2.4420 2.7010 0.0 0.0 0.0 0.0000
H -3.9852 -0.6785 2.7809 0.0 0.0 0.0 0.0000
H -1.8029 -4.2145 2.9387 0.0 0.0 -0.2 0.0000
H -1.5554 -6.3168 1.7756 0.0 0.0 0.0 0.0000
H -0.6042 -6.4150 -0.5237 0.0 0.0 0.0 0.0000
H -0.0568 -4.2730 -1.6792 0.0 0.0 0.1 0.0006
H -1.9297 -3.3402 -2.3865 0.0 0.1 0.0 0.0001
H -2.0213 -2.8505 -4.7546 0.0 0.0 0.0 0.0016
H -1.5398 -0.6235 -5.5077 0.0 0.0 0.0 0.0004
H 0.2467 0.5478 -3.9649 0.0 0.0 0.0 0.0012
H 0.0059 0.4019 -1.5992 0.0 0.0 0.0 0.0000
C 3.7400 -2.9197 2.3120 0.0 0.0 0.0 0.0000
N 3.7842 -2.4658 0.8369 0.0 0.0 0.0 0.0000
C 4.7669 -1.2870 0.7240 0.0 0.0 0.0 0.0000
N 4.4001 -0.2542 1.6238 0.0 0.0 0.0 0.0000
C 4.3663 -0.7429 3.0010 0.0 0.0 0.0 0.0000
N 3.4067 -1.8343 3.1612 0.0 0.0 0.0 0.0000
C 2.0157 -1.3930 3.0255 0.0 0.0 0.0 0.0000
P 1.7199 -0.6935 1.3503 0.0 0.1 0.1 0.0000
C 2.4212 -2.0793 0.3482 0.0 0.0 0.0 -0.0001
C 3.1743 0.4440 1.2284 0.0 -0.1 0.0 0.0001
H 4.7367 -3.2982 2.5383 0.0 0.0 0.0 0.0000
H 3.0083 -3.7248 2.3733 0.0 0.0 0.0 0.0000
H 4.1339 -3.2404 0.2705 0.0 0.0 0.0 0.0000
H 4.7342 -0.9455 -0.3107 0.0 0.0 0.0 0.0000
H 5.7507 -1.6883 0.9679 0.0 0.0 0.0 0.0000
H 4.1006 0.0743 3.6689 0.0 0.0 0.0 0.0000
H 5.3590 -1.1033 3.2731 0.0 0.0 0.0 0.0000
H 1.7925 -0.6436 3.7881 0.0 0.0 0.0 0.0000
H 1.3300 -2.2270 3.1818 0.0 0.0 0.0 0.0000
H 2.4860 -1.7471 -0.6902 0.0 0.0 0.0 -0.0002
H 1.7774 -2.9560 0.4207 0.0 0.0 0.0 0.0000
H 3.0439 1.3180 1.8657 0.0 0.0 0.0 0.0000
H 3.2623 0.7777 0.1944 0.0 0.0 0.0 0.0001


2.
91
Properties=species:S:1:pos:R:3:forces:R:3:mulliken_charge:R:1 method="wB97M-V/def2-TZVPD" largest_force_ha_per_bohr=0.05695 e_tot_ha=-2267.49519 multiplicity=1 smiles="NC(N)=O.NC(N)=O.NC(N)=O.NC(N)=O.NC(N)=O.NC(N)=O.NC(N)=O.NC(N)=O.CCO.CCO.CCO" gap_ev=9.02
N -27.9457 6.0597 -0.8220 0.7 0.0 -0.3 -0.2652
C -28.0165 4.7707 -1.2700 -1.0 0.1 0.8 0.5064
N -26.8068 4.2531 -1.6128 -0.1 0.0 -0.4 -0.1974
O -29.0616 4.1333 -1.3070 0.3 0.0 -0.4 -0.6879
H -28.7599 6.5560 -0.5201 -0.2 -0.3 0.1 0.2091
H -27.0253 6.3968 -0.5845 -0.2 0.5 0.1 0.2671
H -26.7770 3.2706 -1.7896 0.2 0.0 0.0 0.0796
H -25.9597 4.7686 -1.4634 0.1 -0.2 0.0 0.1791
N -22.7289 9.0258 2.4920 0.0 0.4 0.0 -0.3668
C -21.9814 8.9248 3.6394 0.3 0.2 0.7 0.4888
N -20.8536 8.1991 3.4412 0.4 -0.2 -0.6 -0.2607
O -22.2624 9.4482 4.7075 -0.3 -0.1 -0.3 -0.6635
H -23.6772 9.3211 2.6409 -0.1 -0.1 -0.2 0.2390
H -22.5025 8.3900 1.7410 -0.5 -0.2 0.2 0.3154
H -20.6564 7.9281 2.4945 0.2 -0.4 0.2 0.1674
H -20.1383 8.1127 4.1351 -0.1 0.2 0.2 0.1907
N -22.3840 4.8885 -1.8888 0.9 -1.5 -1.6 0.0950
C -21.6487 4.0021 -2.6328 -0.7 2.7 1.0 0.6595
N -20.8095 4.5793 -3.5252 0.4 -0.9 -0.7 -0.4404
O -21.6940 2.7978 -2.4115 1.5 0.3 -0.2 -0.7772
H -22.4154 5.8563 -2.1498 -0.2 0.1 0.1 0.1122
H -23.1044 4.4777 -1.3100 0.2 0.4 0.0 -0.1239
H -20.4520 3.9311 -4.2078 0.3 0.2 0.0 0.2860
H -20.9072 5.5347 -3.8165 -0.1 0.0 0.1 0.1913
N -23.5435 1.2311 -2.5027 -1.5 -0.9 0.3 -0.2902
C -24.6094 1.5691 -1.7127 0.6 -1.6 -1.0 0.3831
N -25.6716 0.7077 -1.8601 0.2 0.9 0.3 -0.4566
O -24.5672 2.4901 -0.9139 -0.2 0.6 0.3 -0.4985
H -22.7828 1.8921 -2.5802 0.0 0.0 0.1 0.3097
H -23.6607 0.5330 -3.2138 -0.1 0.0 -0.1 0.1630
H -25.4990 -0.1717 -2.3071 -0.5 -0.1 0.0 0.1668
H -26.5234 0.9218 -1.3739 0.0 -0.4 0.2 0.2451
N -25.2514 9.4156 -0.8192 0.6 -0.8 -0.1 -0.4700
C -24.6489 8.2137 -0.5809 0.0 0.3 0.6 0.6159
N -23.2953 8.2195 -0.7210 0.3 0.2 -0.5 -0.3095
O -25.2766 7.2205 -0.2239 -0.1 -0.1 -0.4 -0.8780
H -24.6480 10.2097 -0.9170 -0.5 0.4 -0.1 0.1601
H -26.2395 9.4711 -0.6619 0.0 0.3 0.1 0.2382
H -22.8089 9.0982 -0.7539 0.0 0.0 -0.1 0.2180
H -22.7271 7.4213 -0.4818 -0.2 -0.2 0.5 0.0125
N -23.6076 4.9919 0.3672 -0.4 -0.1 0.8 0.7676
C -22.4757 5.1131 1.1172 -0.3 0.0 0.6 -0.0742
N -21.9591 3.9748 1.6268 0.0 0.1 -0.3 1.1984
O -22.0054 6.2357 1.3376 0.3 0.2 -0.3 -0.7799
H -24.1345 5.8519 0.2351 -0.3 -0.3 0.1 -0.1434
H -24.0869 4.1059 0.3135 -0.2 0.0 0.2 -0.0083
H -21.0861 3.9829 2.1336 0.2 0.3 -0.1 0.0029
H -22.2658 3.0668 1.3297 -0.3 -0.2 -0.1 -0.4170
N -19.0057 2.9775 -0.0297 -0.1 0.4 -0.2 -0.1263
C -18.3976 2.0367 -0.7998 0.0 -1.2 1.3 0.4449
N -19.0824 1.6546 -1.9051 -0.5 0.4 -0.7 -0.2718
O -17.3948 1.4382 -0.4100 0.2 0.5 -0.2 -0.7105
H -18.6273 3.2306 0.8691 0.0 0.1 -0.3 0.2576
H -19.8000 3.5134 -0.3356 0.0 -0.1 -0.1 0.0310
H -20.0793 1.8519 -1.9664 0.5 0.0 -0.2 0.2520
H -18.6936 0.8972 -2.4342 0.0 -0.1 0.1 0.2272
N -18.0036 3.2218 4.3753 -0.2 0.2 0.9 -0.4388
C -18.7650 2.9370 3.2840 1.7 -0.1 -0.6 0.6950
N -18.5696 1.6512 2.8592 -0.6 -0.6 0.1 -0.2474
O -19.3619 3.8000 2.6501 0.0 -0.1 0.4 -0.8327
H -17.8807 4.1588 4.7123 -0.4 0.1 -0.2 0.2372
H -17.4731 2.5201 4.8566 0.0 -0.1 -0.2 0.1286
H -18.2250 0.9463 3.4848 0.2 0.2 0.1 0.1767
H -18.7368 1.3265 1.9205 -0.3 0.4 -0.1 0.0803
C -24.9452 4.8322 4.2154 -0.5 0.1 -0.4 -0.6797
C -25.9705 3.8573 3.6217 1.0 0.0 0.3 0.1628
O -25.8961 2.5980 4.2747 -0.5 0.1 0.2 -0.6018
H -25.0958 5.8403 3.8177 0.2 -0.1 -0.2 0.3417
H -23.9560 4.4669 3.9398 0.2 0.2 0.2 -0.1738
H -25.0528 4.9389 5.2949 0.1 -0.3 0.1 0.3421
H -25.7162 3.7001 2.5665 -0.3 0.3 -0.1 -0.1864
H -26.9708 4.2767 3.7103 -0.2 -0.3 0.0 0.3753
H -24.9571 2.3474 4.3147 -0.2 0.0 -0.1 0.4809
C -23.2354 -1.4626 1.0721 -0.3 0.2 0.8 -1.0578
C -22.1356 -0.4489 0.8529 0.5 -0.2 -0.7 -0.3372
O -22.6179 0.8861 0.9554 0.2 0.0 0.4 -0.1854
H -22.8968 -2.4975 1.0295 0.1 0.0 -0.3 0.3922
H -24.0717 -1.2888 0.3939 0.1 -0.1 -0.1 0.2375
H -23.6264 -1.3293 2.0862 -0.1 0.0 -0.1 0.2410
H -21.6665 -0.5819 -0.1296 -0.1 0.0 0.0 0.3894
H -21.3166 -0.5847 1.5627 -0.2 0.1 0.2 0.2776
H -22.9388 1.1532 0.0886 -0.2 0.1 -0.1 -0.1252
C -22.0006 2.0041 5.9695 -0.3 0.3 0.1 -1.4945
C -22.0300 2.1938 4.4633 1.4 -1.0 0.2 0.4573
O -23.2887 1.8197 3.9444 -0.4 0.5 0.1 -0.4581
H -22.7477 2.6336 6.4587 -0.2 -0.2 -0.1 0.3335
H -21.0598 2.3268 6.4204 0.2 -0.2 -0.3 0.3700
H -22.1941 0.9553 6.1915 0.0 0.1 0.2 0.3379
H -21.2918 1.5107 4.0211 0.1 0.1 0.1 0.1608
H -21.6507 3.1874 4.2091 -0.8 0.2 -0.3 0.0553
H -23.2222 1.2073 3.2055 0.2 0.2 -0.2 0.0822


3.
98
Properties=species:S:1:pos:R:3:forces:R:3:mulliken_charge:R:1 method="wB97M-V/def2-TZVPD" largest_force_ha_per_bohr=0.07770 e_tot_ha=-3037.96666 multiplicity=1 smiles="CCc1ccc2c(c1)Sc1cc(N(C(C)=O)C(C)=O)ccc1N2B(N)O.C[C@@H]1COC(=O)O1.C[C@@H]1COC(=O)O1.C[C@@H]1COC(=O)O1.C[C@@H]1COC(=O)O1" gap_ev=7.23
C -9.9199 0.7276 6.8293 0.1 0.0 -0.9 -0.9057
C -9.7436 -0.3189 5.6287 1.1 1.4 0.4 -0.8672
C -8.4745 0.1820 4.8322 0.2 -0.2 -0.6 0.6556
C -8.6951 1.2606 3.8642 2.8 -0.7 0.4 -0.7341
C -7.5587 1.7962 3.1239 0.1 -1.3 1.4 -0.4374
C -6.1758 1.2796 3.3093 -3.2 -0.3 1.2 -0.0700
C -6.0286 0.1983 4.2777 -0.8 0.2 -0.2 0.7823
C -7.1521 -0.3867 5.0512 -0.1 2.6 -2.3 -0.9645
S -4.3908 -0.5246 4.6024 -0.3 0.7 -0.7 -0.5046
C -3.4063 0.1270 3.2275 0.5 0.7 -1.2 0.0775
C -2.0994 -0.4632 2.9949 -0.1 1.1 -1.2 -0.0347
C -1.1892 0.0127 1.9321 -3.8 1.2 -0.2 -0.1270
N 0.1431 -0.5586 1.7340 0.2 0.4 2.6 0.2607
C 1.0206 0.0877 2.7259 1.6 0.6 1.0 0.7382
C 2.5939 -0.1108 2.7013 -1.1 0.1 -0.2 -0.9056
O 0.6066 0.8350 3.5842 -0.3 -0.5 -1.0 -0.5030
C 0.1381 -2.0152 1.8747 -0.2 -1.0 -0.9 0.6786
C 0.7959 -2.7602 3.0838 -0.5 0.4 -0.2 -1.0947
O -0.4146 -2.6504 1.0058 0.3 0.4 0.7 -0.5670
C -1.6961 1.0995 1.0787 -0.7 -1.1 1.8 -0.7659
C -3.0200 1.6864 1.3235 1.0 -1.4 0.8 -0.3463
C -3.9149 1.2248 2.4077 3.0 -0.2 -1.5 0.1766
N -5.1543 1.9337 2.5417 0.4 -1.5 0.8 0.0148
B -4.9710 3.3744 2.8957 0.5 1.0 0.0 0.8649
N -4.4480 3.7010 4.2629 -0.6 -0.1 -1.2 -0.5208
O -5.2346 4.4111 1.9478 -0.6 -1.7 1.2 -0.6365
H -10.7689 0.4665 7.5096 0.9 0.2 -0.4 0.3297
H -10.1501 1.7169 6.3329 0.2 -0.9 0.7 0.2728
H -8.9399 0.8609 7.3676 -1.1 -0.3 -0.3 0.2841
H -10.6388 -0.1897 4.9722 0.7 -0.6 0.5 0.2983
H -9.6021 -1.3662 6.0028 -0.3 0.9 -0.5 0.3534
H -9.7202 1.6737 3.7390 1.0 -0.4 0.0 0.3242
H -7.7346 2.6352 2.4121 0.3 -0.8 0.5 0.3927
H -6.9341 -1.2041 5.7715 -0.4 0.7 -0.7 0.3299
H -1.7814 -1.3054 3.6616 -0.3 0.9 -0.7 0.2081
H 3.0060 0.8846 3.0275 -0.4 -1.0 -0.6 0.3776
H 2.8912 -0.8317 3.5102 -0.3 0.5 -1.0 0.2970
H 2.9302 -0.4133 1.6811 0.1 0.2 1.0 0.0316
H 0.3284 -3.7808 3.1363 0.7 1.0 -0.3 0.3763
H 0.5276 -2.2382 4.0396 0.6 -0.3 -0.8 0.3435
H 1.9069 -2.8180 2.9118 -1.1 0.0 0.4 0.2058
H -1.0546 1.4738 0.2415 -0.8 -0.3 1.0 0.2381
H -3.3092 2.5169 0.6262 0.0 -0.9 0.9 0.3751
H -3.7071 4.4013 4.1434 -0.6 0.0 0.4 0.2218
H -5.2374 4.0889 4.7899 0.6 0.0 0.2 0.2106
H -5.9663 4.9231 2.3368 0.7 0.3 -0.3 0.2841
C 0.3576 4.8191 -3.9289 -0.2 0.4 -0.1 -1.4675
C 0.2780 4.7657 -2.4206 0.3 0.0 -0.9 0.4547
C -0.2626 3.4697 -1.8839 0.2 -0.5 0.2 -0.4752
O -0.8320 3.8731 -0.6388 -0.1 0.4 -0.1 -0.1769
C -1.1905 5.1816 -0.7783 -0.3 0.4 0.3 0.5381
O -1.8675 5.7796 -0.0062 0.2 -0.2 -0.2 -0.5277
O -0.6728 5.7102 -1.9234 -0.1 -0.3 0.5 -0.3576
H 0.6701 5.8119 -4.2580 0.1 -0.1 0.0 0.3599
H 1.0677 4.0835 -4.3108 0.0 0.0 0.1 0.3689
H -0.6200 4.6332 -4.3798 0.0 -0.1 0.1 0.3623
H 1.2525 5.0069 -1.9837 -0.1 -0.1 0.1 0.2649
H 0.5163 2.7226 -1.7297 -0.1 0.0 0.2 0.3688
H -1.0548 3.0380 -2.5028 0.1 0.1 -0.1 0.2945
C 4.1613 -4.7307 -1.5830 0.3 -0.2 0.4 -1.4786
C 3.7504 -3.3149 -1.2521 0.0 -1.0 -0.4 0.5457
C 4.0197 -2.3317 -2.3534 -0.3 0.0 -0.6 -0.1120
O 4.1823 -1.1081 -1.6285 0.3 0.0 0.6 -0.3379
C 4.6349 -1.4443 -0.3915 0.1 -0.1 0.1 0.6394
O 5.0618 -0.6642 0.4072 -0.1 -0.1 -0.2 -0.5924
O 4.5427 -2.7840 -0.1830 -0.1 0.8 0.0 -0.3794
H 4.0253 -5.3786 -0.7146 -0.1 0.0 -0.1 0.3789
H 3.5721 -5.1263 -2.4118 0.0 0.1 0.0 0.3782
H 5.2201 -4.7794 -1.8480 -0.1 0.1 -0.1 0.3051
H 2.7014 -3.2909 -0.9370 0.0 0.1 0.0 0.2246
H 3.1944 -2.2574 -3.0604 0.1 0.2 0.1 0.2180
H 4.9418 -2.5336 -2.9018 -0.1 -0.1 0.1 0.2073
C -0.1095 -1.6113 -6.1361 0.1 0.2 0.4 -1.4371
C 1.2130 -2.0655 -6.7096 -0.9 0.4 0.1 0.4795
C 1.2143 -3.4910 -7.1863 -0.1 -0.2 -0.5 -0.5210
O 2.5882 -3.8536 -7.0467 0.1 0.3 0.4 -0.3232
C 3.0969 -3.0849 -6.0460 0.4 -0.1 0.1 0.6328
O 4.1573 -3.2585 -5.5342 -0.3 0.1 -0.1 -0.4968
O 2.2285 -2.0914 -5.7023 0.4 -0.4 -0.2 -0.2730
H -0.0202 -0.6032 -5.7269 0.0 0.0 -0.1 0.3403
H -0.8893 -1.6121 -6.8994 0.1 0.0 0.0 0.3839
H -0.4220 -2.2570 -5.3121 0.0 -0.1 -0.1 0.3587
H 1.5376 -1.3775 -7.4971 0.1 -0.1 0.0 0.2467
H 0.8916 -3.5871 -8.2226 0.2 -0.1 0.0 0.3137
H 0.6151 -4.1594 -6.5615 -0.1 0.2 0.1 0.3105
C 9.9669 0.3035 -1.8751 0.4 -0.2 -0.1 -1.4774
C 8.8878 -0.5759 -2.4633 0.6 0.7 0.3 0.5433
C 7.8003 -0.9377 -1.4926 -0.5 0.4 0.2 -0.5527
O 7.3353 -2.1845 -2.0106 0.3 -0.2 -0.2 -0.1466
C 8.3872 -2.7530 -2.6649 0.1 -0.5 -0.2 0.4941
O 8.4114 -3.8786 -3.0491 -0.1 0.3 0.1 -0.5420
O 9.4077 -1.8623 -2.8156 -0.6 -0.3 0.0 -0.3721
H 10.7698 0.4554 -2.5991 -0.1 0.1 0.0 0.3686
H 9.5661 1.2765 -1.5863 0.0 -0.1 0.0 0.3743
H 10.4201 -0.1655 -0.9988 -0.2 0.0 0.0 0.3613
H 8.4816 -0.1164 -3.3705 -0.1 -0.1 0.0 0.2760
H 6.9961 -0.2027 -1.4721 -0.1 -0.2 0.0 0.3571
H 8.1617 -1.1003 -0.4735 0.1 0.1 -0.1 0.2782